DFT (ωB97M-V/def2-TZVPD) results for 2 unconnected molecules or ions with the total composition C26H23NO2 in a non-equilibrium geometry.

Properties
Gap between HOMO and LUMO in eV: 2.980
Maximum force in eV/Å: 2.2
Multiplicity: 1
Energy relative to the best compared isomer or geometry (same formula, charge and spin) in kJ/mol: 297.2

The geometry in XYZ format:
```
52
Properties=species:S:1:pos:R:3:lowdin_charge:R:1
O 1.8047 2.3509 -0.0426 -0.0427
O 0.9028 1.6806 -2.0190 0.0223
N -6.3727 3.5819 -3.5641 0.1275
C -0.4967 2.5643 -0.2449 0.0241
C 2.7915 -3.2891 1.7941 -0.0167
C -4.5440 -1.8754 1.6209 -0.0665
C -3.1195 -1.8678 -0.3535 -0.0189
C 4.0787 2.1407 0.5760 -0.0781
C 5.2336 -3.2691 0.4244 -0.0787
C -2.1850 -1.3038 1.8058 -0.0260
C -1.9851 -1.4462 0.4015 -0.2106
C 2.8472 -2.6676 0.5105 -0.2153
C -1.7507 2.8412 -2.3516 -0.0130
C -2.9349 3.0769 -3.0204 -0.0369
C -3.4338 -1.5066 2.3941 -0.0747
C 5.1637 -3.8586 1.6966 -0.0664
C -4.0833 3.4829 -2.3233 -0.2561
C -4.3603 -2.0794 0.2428 -0.0746
C -2.7931 3.5504 -0.2722 -0.0257
C 3.9390 -3.8300 2.3811 -0.0747
C 0.4994 -1.6859 0.4906 -0.0659
C -1.6473 2.9672 -0.9313 -0.2247
C -5.3456 3.5684 -3.0037 -0.1962
C 4.1019 -2.7261 -0.1684 -0.0284
C 1.7192 -2.0275 -0.1127 0.0051
C -0.6673 -1.2626 -0.1774 0.0389
C 3.0793 1.8315 -0.5142 -0.2303
C 0.7443 2.1534 -0.8883 -0.5010
C -3.9824 3.7678 -0.9497 -0.0482
H 3.6704 1.8750 1.5568 0.0789
H -2.6862 3.8445 0.7734 0.1074
H 6.0475 -4.3138 2.1491 0.1084
H 2.9992 0.7495 -0.6883 0.1045
H -5.2038 -2.4391 -0.3492 0.1085
H 1.8603 -1.7195 -1.1494 0.1231
H -0.8561 2.5355 -2.8850 0.0977
H -0.5919 -0.9097 -1.2103 0.1289
H 6.1933 -3.2226 -0.0910 0.1076
H -5.5174 -2.0381 2.0899 0.1083
H 0.4528 -1.7291 1.5827 0.1027
H -4.8543 4.1823 -0.4379 0.1162
H 4.1524 -2.3163 -1.1829 0.1169
H -2.9767 2.9583 -4.0993 0.1164
H 3.3721 2.3122 -1.4512 0.1221
H 3.8958 -4.2232 3.3958 0.1056
H 4.3140 3.2119 0.5965 0.0795
H 1.8312 -3.3423 2.3074 0.1093
H -2.9860 -2.0548 -1.4226 0.1175
H 4.9885 1.5755 0.3796 0.0722
H -0.4375 2.6291 0.8449 0.1081
H -3.5392 -1.4124 3.4740 0.1056
H -1.3323 -1.0152 2.4158 0.1068
```

DFT (ωB97M-V/def2-TZVPD) results for a molecular structure, C21H36Br4CrN2O5S4Si in a non-equilibrium geometry.

Properties
Gap between HOMO and LUMO (spin up / spin down) in eV: 6.471 / 6.522
Maximum force in eV/Å: 1.9
Total charge: -1
Multiplicity: 2
⟨S²⟩: 0.804
Energy relative to the best compared isomer or geometry (same formula, charge and spin) in kJ/mol: 20.6

The geometry in XYZ format:
```
74
Properties=species:S:1:pos:R:3:lowdin_charge:R:1
Br 0.0551 -1.1126 4.6989 0.7359
Br 5.1300 -0.7013 0.5760 0.7434
Br 3.1599 -0.9874 5.9107 0.6733
Br 5.6888 -0.8294 3.8225 0.6705
Cr 0.1573 -0.2895 -0.2220 0.2185
S -0.2317 -2.5959 -1.1971 0.7049
S 0.1941 2.0562 0.0961 0.5559
S -0.0161 0.6498 -2.3769 0.4915
S -0.6797 3.5594 -2.3217 0.4317
Si -0.2908 -4.4777 -0.1262 0.0184
O 0.1092 -0.8589 1.6835 -0.2162
O -0.2339 -5.6781 -1.2180 -0.1294
O 0.9246 -4.6857 0.9019 -0.1112
O -1.6727 -4.3944 0.7022 -0.1277
O 2.0987 -0.5536 0.0281 -0.2183
N -1.9943 -0.1200 0.0968 -0.0706
N -3.3878 -2.0780 -1.5565 -0.0221
C -2.0812 -5.3252 -2.7596 -0.0312
C -4.0477 -0.8805 -1.0522 -0.2561
C -0.1673 2.1797 -1.5906 -1.8048
C 2.6277 -6.2795 0.3886 -0.0204
C 2.3392 -4.8201 0.7462 -0.6101
C -1.4024 -4.7552 3.0673 -0.0145
C 0.3021 -5.3254 -3.5314 -0.0298
C 2.3929 -0.6895 1.2768 -0.4412
C 1.5530 -0.9484 3.5518 -0.6414
C -0.6963 -5.9280 -2.5406 -0.6389
C 2.9560 -4.4626 2.0984 0.0030
C -1.8256 -6.6668 1.5035 -0.0241
C 1.2938 -0.8371 2.1921 -0.4353
C 2.8536 -0.9136 4.0476 -0.7762
C -2.1178 -5.1980 1.7942 -0.6325
C 2.8328 -3.8861 -0.3499 -0.0204
C -0.7601 -7.4521 -2.7030 -0.0233
C -3.0172 0.2353 -0.8993 -0.2437
C 3.9175 -0.8264 3.1666 -0.7798
C 3.6850 -0.7416 1.7944 -0.6468
C -3.6238 -4.9616 1.9199 -0.0256
H 2.5556 -5.1023 2.8815 0.0883
H -1.5645 -2.4379 -1.2314 -0.1644
H -4.1305 -5.2321 0.9969 0.0786
H -1.5087 -7.8716 -2.0358 0.0800
H -3.1859 -1.9796 -2.5472 0.0921
H -0.0330 -5.4823 -4.5524 0.0863
H 0.3942 -4.2565 -3.3549 0.0501
H -3.8131 -3.9131 2.1303 0.0825
H -0.7545 -6.8010 1.3861 0.0780
H -1.6182 -3.7119 3.2796 0.0764
H 2.1122 -6.5278 -0.5354 0.0693
H -4.8516 -0.5278 -1.7156 0.1108
H 1.2787 -5.7836 -3.4019 0.0866
H -2.2467 -1.0095 0.5334 0.0872
H -0.3301 -4.8576 2.9349 0.0764
H -2.5207 0.3953 -1.8659 0.0609
H -2.4986 -5.6702 -3.7030 0.0901
H -2.7391 -5.6206 -1.9457 0.0851
H -1.7242 -5.3623 3.9084 0.0886
H 2.4273 -4.1981 -1.3083 0.0755
H 2.7226 -3.4311 2.3512 0.0745
H 3.6970 -6.4339 0.2605 0.0878
H -4.4902 -1.1184 -0.0782 0.1156
H 4.0343 -4.5758 2.0560 0.0933
H 2.4995 -2.8692 -0.1585 0.0580
H 0.2007 -7.8933 -2.4569 0.0829
H -1.9891 0.5701 0.8490 0.0781
H -3.5223 1.1647 -0.6221 0.1270
H -3.9388 -2.9129 -1.4034 0.0815
H -4.0260 -5.5595 2.7324 0.0837
H -2.0069 -4.2417 -2.7768 0.0509
H -2.3063 -6.9644 0.5747 0.0815
H -1.0135 -7.7088 -3.7280 0.0834
H 2.2576 -6.9377 1.1737 0.0865
H -2.1841 -7.2959 2.3141 0.0895
H 3.9170 -3.8884 -0.3990 0.0922
```

DFT (ωB97M-V/def2-TZVPD) results for a molecular structure, C28H54AgB2Cl4F8N6O2 in a non-equilibrium geometry.

Properties
Gap between HOMO and LUMO in eV: 6.201
Maximum force in eV/Å: 4.0
Multiplicity: 2
⟨S²⟩: 0.750

The geometry in XYZ format:
```
105
Properties=species:S:1:pos:R:3:lowdin_charge:R:1
Ag 11.6256 11.6895 17.2340 0.7381
Cl 8.8480 11.9605 13.0809 0.4250
Cl 5.8639 10.4823 19.9325 0.5303
Cl 7.4118 8.6602 21.6590 0.4676
Cl 6.7701 11.4488 14.9953 0.5576
F 15.4753 12.7282 12.9180 0.0470
F 13.6447 13.4450 11.8574 0.1488
F 10.3353 9.9906 18.0117 -0.0936
F 10.5638 9.4981 15.8599 0.0477
F 8.3548 9.6480 16.7975 0.0886
F 13.3447 12.7204 13.9349 0.0644
F 14.3440 14.8725 13.4263 0.0521
F 9.8211 7.8740 17.2098 0.1944
O 14.5559 11.8479 10.0959 0.2194
O 19.4390 8.3191 16.9501 -0.0478
N 12.4836 13.8987 18.5908 0.1030
N 9.4839 12.9201 17.2853 0.1658
N 14.8809 12.8566 9.6001 0.0057
N 13.6795 8.1931 11.4006 0.1270
N 13.3348 10.1671 17.1608 0.1379
N 18.6037 9.5076 16.4975 -0.0260
C 14.3557 13.8522 7.5002 -0.1215
C 20.3230 10.9075 17.3763 -0.0485
C 15.7135 14.5817 7.5574 -0.1485
C 17.1185 12.0882 10.3686 0.0224
C 12.9569 7.6036 17.0642 -0.0184
C 18.0530 11.7229 17.0248 -0.1240
C 16.6378 8.1880 17.3281 -0.0209
C 13.8047 13.5457 8.8529 -0.4714
C 17.4071 8.1590 14.9112 -0.0324
C 18.8539 10.5405 17.5222 -0.5698
C 7.9164 10.6706 13.9918 -1.0087
C 7.4319 13.5960 18.6192 -0.0553
C 13.5997 14.9547 9.5489 0.0314
C 16.4198 10.2249 15.8067 -0.1350
C 11.8185 15.1450 16.2893 -0.0395
C 13.2513 9.0014 12.0476 -0.2961
C 18.5301 10.1675 18.9157 -0.0215
C 12.5344 12.8356 8.9333 -0.0210
C 16.5525 11.3800 16.8290 -0.1606
C 8.6054 13.3258 17.8771 -0.2637
C 16.4855 14.5926 10.6907 0.0229
C 17.3109 8.9962 16.1726 -0.5257
C 13.2035 9.0413 17.0398 -0.2358
C 12.1136 14.3566 17.5780 -0.3000
C 16.3440 13.3268 9.7768 -0.3585
C 12.5896 9.8189 13.0210 -0.0507
C 7.1379 9.2886 19.9802 -0.9854
C 16.6737 13.6723 8.3655 -0.1488
B 14.2191 13.4618 13.0691 -1.1803
B 9.6634 9.1672 16.9165 -1.2253
H 7.5233 14.6458 18.9546 0.0999
H 18.1006 12.4338 17.8067 0.1042
H 20.6344 10.8608 16.2979 0.1016
H 16.6851 10.6893 14.8296 0.1155
H 15.9973 12.2457 16.4079 0.1185
H 15.7733 15.6855 7.7350 0.0974
H 7.5460 10.0959 13.1034 0.0420
H 17.3782 7.5607 17.8977 0.0954
H 17.4522 10.1150 19.0572 0.0774
H 16.1144 14.4501 11.6698 0.0501
H 12.1693 16.1466 16.5717 0.0786
H 17.5711 14.7112 10.8137 0.1073
H 12.1384 12.6762 9.9280 0.1052
H 15.9491 7.3972 16.8998 0.0779
H 20.2261 8.2636 16.4394 0.0697
H 16.1650 14.4554 6.5439 0.1251
H 10.7716 15.2706 16.0876 0.0604
H 18.9167 10.9560 19.5582 0.0994
H 12.9897 9.6779 14.0384 0.0814
H 14.4952 12.8548 7.0371 0.1432
H 17.0281 11.3381 9.6212 0.0763
H 13.5411 14.9127 10.6599 0.1023
H 16.7745 11.7142 11.3168 0.0790
H 18.0534 7.3457 15.0622 0.0597
H 12.5618 11.8578 8.5178 0.0916
H 12.6347 15.1886 9.1448 0.0887
H 16.0224 8.7525 17.9942 0.0506
H 15.4027 9.8455 15.5168 0.1029
H 18.9708 9.2105 19.0437 0.0751
H 12.5777 14.8591 15.5478 0.0699
H 11.7301 13.3770 8.4232 0.1155
H 13.5618 14.2811 6.9353 0.1246
H 11.9465 7.3440 16.7511 0.0780
H 6.5896 13.3613 17.9289 0.1031
H 21.0527 10.2424 17.8907 0.0888
H 16.0045 11.0899 17.6883 0.0691
H 20.5592 11.8937 17.7469 0.0756
H 11.5524 9.5656 13.0905 0.0743
H 13.6957 7.2235 16.3944 0.0640
H 12.7803 10.8545 12.9447 0.0413
H 16.7686 12.7659 7.8118 0.1158
H 6.7495 8.4252 19.4190 0.0374
H 17.7910 8.6693 14.0840 0.0643
H 17.3915 17.8997 8.1771 0.0442
H 8.0229 9.7509 19.6307 -0.0043
H 18.1668 12.2486 10.4594 0.0890
H 18.4006 12.1826 16.0806 0.1347
H 14.3453 15.6794 9.2392 0.0635
H 13.0258 7.1596 18.0650 0.1099
H 17.6481 14.1745 8.2909 0.1398
H 16.3940 7.7389 14.6910 0.1002
H 7.4074 12.9066 19.4807 0.0681
H 8.4925 10.0456 14.7143 0.0100
H 16.1253 15.5541 10.2937 0.0841
```

DFT (ωB97M-V/def2-TZVPD) results for C5H5FN2 in the gas phase in a non-equilibrium geometry.

Properties
SMILES: [H]/N=C\n1cccc1F
Gap between HOMO and LUMO in eV: 9.915
Maximum force in eV/Å: 2.0
Multiplicity: 1
Energy relative to the best compared isomer or geometry (same formula, charge and spin) in kJ/mol: 36.5

The geometry in XYZ format:
```
13
Properties=species:S:1:pos:R:3:lowdin_charge:R:1
F 1.0554 -1.3396 1.3700 0.0887
N -0.1380 1.0463 2.5538 0.1174
N -0.1494 0.3205 0.2516 -0.0164
C 0.5500 -0.8504 0.2279 -0.2971
C 0.6172 -1.3654 -1.0297 -0.0001
C -0.1014 -0.4304 -1.8626 -0.0698
C -0.4384 1.1693 1.3363 -0.2186
C -0.5537 0.5745 -1.0668 -0.0784
H -1.1083 1.4746 -1.2985 0.1165
H -0.2551 -0.5275 -2.8834 0.0778
H -1.0077 2.0250 0.9973 0.1151
H 0.4166 0.1732 2.7118 0.0618
H 1.1127 -2.2700 -1.3076 0.1032
```

DFT (ωB97M-V/def2-TZVPD) results for 2 unconnected molecules or ions with the total composition C8H12INS in a non-equilibrium geometry.

Properties
SMILES: Cc1csc(C)n1.C=C(C)I
Gap between HOMO and LUMO in eV: 9.442
Maximum force in eV/Å: 3.5
Multiplicity: 1
Energy relative to the best compared isomer or geometry (same formula, charge and spin) in kJ/mol: 45.8

The geometry in XYZ format:
```
23
Properties=species:S:1:pos:R:3:lowdin_charge:R:1
I 0.1175 -1.1252 4.1057 0.8112
S -0.1413 1.8135 0.0031 1.0333
N 0.7108 0.2352 -1.8665 0.0711
C -1.0509 -1.6494 1.2637 -0.1225
C -1.1195 -0.6822 2.4783 -0.8632
C -0.3094 0.9116 -1.4561 -0.7169
C 1.5472 1.2632 -0.0182 -0.3150
C 2.9715 -0.5784 -1.2636 -0.0325
C 1.8097 0.3819 -1.0172 -0.4044
C -1.5717 0.8621 -2.1780 -0.0914
C -1.7884 0.4100 2.4617 -0.1596
H -1.4197 0.2622 -3.0527 0.0727
H -0.3183 -1.2812 0.5304 0.0596
H 2.1002 1.7913 0.6944 0.0379
H -1.8526 1.8327 -2.4327 0.0471
H -1.9961 -1.4703 0.7609 0.0705
H -2.3286 0.6290 1.6276 0.0125
H 2.8235 -0.9443 -2.2935 0.0781
H 2.8294 -1.4513 -0.5521 0.0956
H -0.7393 -2.6464 1.5045 0.0511
H -1.8059 1.2413 3.1889 0.0793
H -2.3897 0.3525 -1.4627 0.1287
H 3.9214 -0.1576 -1.0260 0.0568
```